--- 1 ---
This record from the OMol25 dataset describes a cluster of 2 separate species, C2H6O3 in total. The level of theory is ωB97M-V/def2-TZVPD.

```
! RIJCOSX wB97M-V def2-TZVPD def2/J DEFGRID3
* xyz 0 1
H -0.496 -3.235 0.835
H -0.618 1.317 0.555
H -0.406 2.818 -0.236
C 0.118 1.880 -0.091
C 0.118 -2.388 0.415
H -0.036 -0.458 0.008
O 0.229 1.076 -1.269
H 1.062 1.728 0.448
H -0.732 0.784 -1.447
O -0.536 -1.171 0.503
O 1.298 -2.350 0.278
*
```

Its SMILES is O=CO.CO. The value obtained for the highest occupied orbital energy is -10.75 eV. The value obtained for the molar mass is 78.07 g/mol. The calculation puts the orbital gap at 11.45 eV.


--- 2 ---
This record from the OMol25 dataset describes a cluster of 2 separate species, C2H6O3 in total. The level of theory is ωB97M-V/def2-TZVPD.

```
! RIJCOSX wB97M-V def2-TZVPD def2/J DEFGRID3
* xyz 0 1
O -1.733 0.122 0.120
O 2.633 0.248 0.677
H 0.768 -0.222 1.237
O 0.857 0.608 -0.637
H -2.712 -1.768 0.144
H -0.093 0.391 -0.616
H -2.414 0.424 0.737
C 1.452 0.220 0.491
C -2.291 -1.028 -0.537
H -3.109 -0.697 -1.184
H -1.518 -1.448 -1.175
*
```

Its SMILES is O=CO.CO. The value obtained for the highest occupied orbital energy is -10.23 eV. The value obtained for the molar mass is 78.07 g/mol. The calculation puts the orbital gap at 10.53 eV.


Least stable = 1


--- 1 ---
This record from the OMol25 dataset describes the ion C4H7BrNS with charge +1. The level of theory is ωB97M-V/def2-TZVPD.

```
! RIJCOSX wB97M-V def2-TZVPD def2/J DEFGRID3
* xyz 1 1
H -0.864 1.285 0.634
H 3.058 -0.571 0.997
C -1.308 -0.856 -0.467
C 3.620 0.088 0.363
S 2.973 1.410 -0.348
H -1.900 -0.367 0.259
C 1.369 1.663 0.234
H -1.836 -0.858 -1.350
H 0.746 -0.747 -0.870
N -0.043 -0.250 -0.467
C 0.183 0.940 0.175
H 1.512 2.668 0.680
Br 5.398 -0.451 -0.004
H -1.256 -1.876 -0.234
*
```

The value obtained for the highest occupied orbital energy (spin up / spin down) is -12.87 / -12.87 eV. The value obtained for the molar mass is 181.08 g/mol. The calculation puts the orbital gap (spin up / spin down) at 6.96 / 6.96 eV.


--- 2 ---
This record from the OMol25 dataset describes the ion C4H7BrNS with charge +1. The level of theory is ωB97M-V/def2-TZVPD.

```
! RIJCOSX wB97M-V def2-TZVPD def2/J DEFGRID3
* xyz 1 1
H -0.071 2.198 -0.777
H 0.883 0.457 -1.751
C 0.420 -0.395 -1.357
C 0.863 -1.482 1.041
H -0.139 -0.982 -2.036
H -1.258 1.959 0.366
Br -2.492 -0.026 -0.745
C -0.139 -0.667 1.159
S 1.656 -1.470 -0.513
H -0.587 -0.689 2.088
H 1.193 -2.106 1.855
H 0.524 1.517 0.766
C -0.552 0.083 -0.131
N -0.300 1.603 0.035
*
```

Its SMILES is [NH3+][C@]1(Br)C=CSC1. The value obtained for the highest occupied orbital energy is -12.91 eV. The value obtained for the molar mass is 181.08 g/mol. The calculation puts the orbital gap at 8.86 eV.


Least stable = 1


--- 1 ---
This record from the OMol25 dataset describes a cluster of 2 separate species, C6H13INO2 in total. The level of theory is ωB97M-V/def2-TZVPD.

```
! RIJCOSX wB97M-V def2-TZVPD def2/J DEFGRID3
* xyz 1 1
H 0.415 -2.480 2.396
C -1.087 0.167 0.917
H -2.878 2.404 0.406
H -1.141 0.058 1.952
C 0.530 0.127 -1.041
H 2.300 -0.069 0.239
C 1.035 -0.819 -2.013
H 1.625 -1.497 -1.355
H 1.347 1.376 0.541
H 1.181 -3.335 0.943
H 1.885 -1.637 1.683
H -1.955 2.737 -1.075
H 1.482 -0.570 -2.907
H -0.223 0.736 -1.408
N 0.160 -0.341 0.326
C -1.948 2.751 -0.034
H 0.217 -1.416 -2.267
O 0.092 -1.721 0.540
I -2.767 -0.554 -0.055
H -1.843 3.871 0.245
C 1.381 0.394 0.138
O -0.834 2.125 0.396
C 1.025 -2.306 1.433
*
```

The value obtained for the highest occupied orbital energy (spin up / spin down) is -13.53 / -13.53 eV. The value obtained for the molar mass is 258.08 g/mol. The calculation puts the orbital gap (spin up / spin down) at 8.94 / 8.94 eV.


--- 2 ---
This record from the OMol25 dataset describes the ion C6H13INO2 with charge +1. The level of theory is ωB97M-V/def2-TZVPD.

```
! RIJCOSX wB97M-V def2-TZVPD def2/J DEFGRID3
* xyz 1 1
C 2.540 0.042 -1.736
H -2.030 2.080 1.168
C 0.428 -2.546 0.153
H 1.340 2.102 0.907
O 1.559 0.029 1.414
C -0.084 0.954 0.168
O 0.578 2.168 0.214
C -2.458 1.560 0.261
H -0.419 -3.179 -0.254
C -0.288 -1.414 0.991
H -0.155 -1.564 1.993
H -3.042 0.638 0.741
I 3.397 -0.448 -0.023
C 0.382 -0.080 0.909
H 2.024 -0.818 -2.100
H -1.336 -1.425 0.747
H -3.180 2.394 -0.189
H -1.023 2.032 -1.140
H 1.133 -3.070 0.664
N -1.367 1.257 -0.560
H -1.619 0.500 -1.133
H 0.913 -2.046 -0.689
H 2.706 0.834 -2.505
*
```

The value obtained for the highest occupied orbital energy (spin up / spin down) is -11.89 / -11.64 eV. The value obtained for the molar mass is 258.08 g/mol. The calculation puts the orbital gap (spin up / spin down) at 7.25 / 6.47 eV.


Least stable = 1


--- 1 ---
This record from the OMol25 dataset describes the molecule C6H7NO2S2. The level of theory is ωB97M-V/def2-TZVPD.

```
! RIJCOSX wB97M-V def2-TZVPD def2/J DEFGRID3
* xyz 0 1
O -1.257 1.216 2.121
H -2.954 -1.141 -0.295
N -2.011 1.259 -1.758
O -1.192 3.087 0.509
C 2.800 0.044 0.454
H 3.554 -0.558 0.895
S -0.934 1.713 0.813
C -1.844 0.640 -0.693
S 1.509 1.786 -0.973
C 0.778 1.197 0.465
C -1.994 -0.713 -0.209
H -1.674 2.209 -1.659
C 1.542 0.297 1.140
H -1.259 -1.441 -0.617
H 1.266 -0.068 2.171
H -1.889 -0.750 0.867
H 3.728 1.104 -1.423
C 2.901 0.725 -0.715
*
```

Its SMILES is [H]/N=C(/C)S(=O)(=O)c1cccs1. The value obtained for the highest occupied orbital energy is -9.45 eV. The value obtained for the molar mass is 189.26 g/mol. The calculation puts the orbital gap at 9.45 eV.


--- 2 ---
This record from the OMol25 dataset describes the molecule C6H7NO2S2. The level of theory is ωB97M-V/def2-TZVPD.

```
! RIJCOSX wB97M-V def2-TZVPD def2/J DEFGRID3
* xyz 0 1
N 2.578 -0.570 0.317
S -1.127 0.294 1.742
C 1.336 0.971 -0.850
C 0.607 -0.295 -1.043
H -4.148 -0.646 1.156
O 3.444 1.688 0.214
H -4.019 0.216 -0.582
H 4.046 1.362 0.792
S -1.446 -0.142 -1.145
C 1.403 -1.111 -0.007
C -3.598 0.169 0.471
H -4.009 1.098 0.802
C 2.494 0.762 -0.105
H 1.741 -2.893 0.963
H 0.562 -0.548 -2.094
C -2.087 0.212 0.462
H 1.066 1.853 -1.310
O 1.157 -2.420 0.217
*
```

Its SMILES is CC(=S)S[C@H]1C=C(O)N=C1O. The value obtained for the highest occupied orbital energy is -8.07 eV. The value obtained for the molar mass is 189.26 g/mol. The calculation puts the orbital gap at 7.83 eV.


Least stable = 2


--- 1 ---
This record from the OMol25 dataset describes the molecule C5H4N2O2. The level of theory is ωB97M-V/def2-TZVPD.

```
! RIJCOSX wB97M-V def2-TZVPD def2/J DEFGRID3
* xyz 0 1
O -1.261 1.680 -1.306
C 2.320 -2.469 1.413
C 0.305 -0.766 2.324
C -0.987 1.164 -0.013
O 0.232 0.464 -2.649
H -1.247 1.908 -3.340
H 0.235 -0.560 3.464
H -1.095 2.041 0.924
C 1.534 -1.683 1.965
N -0.541 -0.192 0.106
N -0.622 -0.221 1.428
C -0.622 1.280 -2.497
H 3.177 -2.807 0.693
*
```

Its SMILES is C#C/C=N\N=C\OC=O. The value obtained for the highest occupied orbital energy is -9.10 eV. The value obtained for the molar mass is 124.10 g/mol. The calculation puts the orbital gap at 8.37 eV.


--- 2 ---
This record from the OMol25 dataset describes the molecule C5H4N2O2. The level of theory is ωB97M-V/def2-TZVPD.

```
! RIJCOSX wB97M-V def2-TZVPD def2/J DEFGRID3
* xyz 0 1
C 1.374 -1.496 -0.001
H 2.588 -0.464 1.211
C -1.206 1.183 0.080
O 0.524 -0.508 0.140
H 1.176 -2.357 -0.598
N -1.927 -0.545 -2.366
O 3.620 -2.011 0.399
C -2.264 1.731 -0.386
N -1.083 -0.756 -1.592
H -0.639 1.636 0.817
C 2.607 -1.362 0.611
H -3.081 1.686 -1.057
C -0.574 -0.168 -0.497
*
```

The value obtained for the highest occupied orbital energy (spin up / spin down) is -7.69 / -7.69 eV. The value obtained for the molar mass is 124.10 g/mol. The calculation puts the orbital gap (spin up / spin down) at 5.16 / 5.16 eV.


Least stable = 2


--- 1 ---
This record from the OMol25 dataset describes a cluster of 2 separate species, CH8NSi in total. The level of theory is ωB97M-V/def2-TZVPD.

```
! RIJCOSX wB97M-V def2-TZVPD def2/J DEFGRID3
* xyz 1 1
C 0.210 -0.417 0.041
H 2.225 0.152 -0.191
H 0.381 -0.778 1.050
H -2.528 -0.483 0.480
H 0.607 -1.742 -0.824
H 1.183 0.734 -1.366
H -1.413 1.656 0.067
H -1.724 0.163 -1.787
N 1.281 0.527 -0.362
Si -1.578 0.247 -0.336
H 1.175 1.411 0.160
*
```

The value obtained for the highest occupied orbital energy is -15.88 eV. The value obtained for the molar mass is 62.17 g/mol. The calculation puts the orbital gap at 11.66 eV.


--- 2 ---
This record from the OMol25 dataset describes a cluster of 2 separate species, CH8NSi in total. The level of theory is ωB97M-V/def2-TZVPD.

```
! RIJCOSX wB97M-V def2-TZVPD def2/J DEFGRID3
* xyz 1 1
H 2.289 -1.181 1.958
Si 1.681 0.166 1.777
C -0.120 -0.509 -0.713
H -0.643 -1.393 -0.173
H -2.021 -0.152 -1.624
H 0.349 -0.810 -1.631
H 2.724 1.137 2.019
H -1.096 1.141 -1.845
H 0.341 0.391 1.813
H -2.127 0.777 -0.439
N -1.379 0.435 -1.141
*
```

The value obtained for the highest occupied orbital energy (spin up / spin down) is -12.56 / -12.56 eV. The value obtained for the molar mass is 62.17 g/mol. The calculation puts the orbital gap (spin up / spin down) at 7.22 / 7.22 eV.


Least stable = 2


--- 1 ---
This record from the OMol25 dataset describes a cluster of 2 separate species, CH3NOS in total. The level of theory is ωB97M-V/def2-TZVPD.

```
! RIJCOSX wB97M-V def2-TZVPD def2/J DEFGRID3
* xyz 0 1
H 1.335 -1.257 -1.312
C -1.645 -0.715 -0.642
H -1.242 -1.059 1.340
O -3.293 1.327 0.116
N -1.882 -0.977 0.583
H 1.629 -0.684 -0.956
S -3.280 -0.135 -0.097
*
```

Its SMILES is O=S1#CN1.[H][H]. The value obtained for the highest occupied orbital energy is -9.42 eV. The value obtained for the molar mass is 77.11 g/mol. The calculation puts the orbital gap at 9.78 eV.


--- 2 ---
This record from the OMol25 dataset describes the molecule CH3NOS. The level of theory is ωB97M-V/def2-TZVPD.

```
! RIJCOSX wB97M-V def2-TZVPD def2/J DEFGRID3
* xyz 0 1
C -0.471 0.299 1.477
H 1.272 0.648 -0.829
H -0.661 -0.160 2.451
N 0.777 -0.220 -0.864
H 0.590 -0.481 -1.812
S 0.626 -0.801 0.634
O 1.612 0.066 1.435
*
```

Its SMILES is C#S(N)=O. The value obtained for the highest occupied orbital energy is -9.15 eV. The value obtained for the molar mass is 77.11 g/mol. The calculation puts the orbital gap at 8.70 eV.


--- 3 ---
This record from the OMol25 dataset describes the molecule CH3NOS. The level of theory is ωB97M-V/def2-TZVPD.

```
! RIJCOSX wB97M-V def2-TZVPD def2/J DEFGRID3
* xyz 0 1
S -1.228 0.696 0.452
N 0.231 0.768 -0.452
O -1.164 -0.585 1.410
H 0.940 -0.973 0.386
H 2.035 -0.040 -0.812
C 1.095 -0.125 -0.284
H -1.909 0.259 -0.700
*
```

The value obtained for the highest occupied orbital energy is -9.86 eV. The value obtained for the molar mass is 77.11 g/mol. The calculation puts the orbital gap at 10.25 eV.


--- 4 ---
This record from the OMol25 dataset describes a cluster of 2 separate species, CH3NOS in total. The level of theory is ωB97M-V/def2-TZVPD.

```
! RIJCOSX wB97M-V def2-TZVPD def2/J DEFGRID3
* xyz 0 1
H 1.205 -0.968 -0.690
S 1.837 1.050 0.061
H 0.734 1.828 -0.298
C -2.499 -0.166 0.661
H 0.441 -0.600 0.705
N 0.673 -0.213 -0.269
O -2.391 -0.931 -0.171
*
```

The value obtained for the highest occupied orbital energy is -9.21 eV. The value obtained for the molar mass is 77.11 g/mol. The calculation puts the orbital gap at 9.78 eV.


Least stable = 2


--- 1 ---
This record from the OMol25 dataset describes a cluster of 2 separate species, C4H12S in total. The level of theory is ωB97M-V/def2-TZVPD.

```
! RIJCOSX wB97M-V def2-TZVPD def2/J DEFGRID3
* xyz 0 1
H 1.752 -1.767 -2.841
C -1.705 1.279 2.080
C 1.383 -0.780 -2.109
H 1.636 -0.084 -3.047
H 3.151 0.653 -1.437
H -0.330 -0.216 3.040
H -1.210 2.245 2.386
C -0.552 0.201 2.048
S 2.472 -0.291 -0.669
H -0.664 0.091 -1.635
H -0.698 -0.639 1.481
H -0.711 -1.564 -2.432
H 0.290 0.808 1.439
H -2.327 1.365 1.212
H -0.052 -1.355 -0.683
C -0.052 -0.887 -1.756
H -2.384 0.942 2.922
*
```

Its SMILES is CCS.CC. The value obtained for the highest occupied orbital energy is -9.12 eV. The value obtained for the molar mass is 92.21 g/mol. The calculation puts the orbital gap at 9.95 eV.


--- 2 ---
This record from the OMol25 dataset describes a cluster of 2 separate species, C4H12S in total. The level of theory is ωB97M-V/def2-TZVPD.

```
! RIJCOSX wB97M-V def2-TZVPD def2/J DEFGRID3
* xyz 0 1
H -1.467 -4.093 -2.554
C -0.793 -3.269 -2.676
H -0.424 -2.084 -4.539
C -1.233 -2.476 -3.917
H 0.912 3.276 1.170
H -1.922 -3.053 -4.537
H -1.106 1.437 0.750
H -0.702 -2.626 -1.797
H 1.835 2.042 0.141
C 1.560 2.402 1.131
H -1.814 -1.606 -3.615
C -0.938 1.171 1.787
H -1.273 0.143 1.953
H 2.490 2.649 1.648
H -1.532 1.803 2.452
S 0.814 1.098 2.141
H 0.214 -3.693 -2.754
*
```

Its SMILES is CSC.CC. The value obtained for the highest occupied orbital energy is -8.44 eV. The value obtained for the molar mass is 92.21 g/mol. The calculation puts the orbital gap at 9.34 eV.


--- 3 ---
This record from the OMol25 dataset describes a cluster of 2 separate species, C4H12S in total. The level of theory is ωB97M-V/def2-TZVPD.

```
! RIJCOSX wB97M-V def2-TZVPD def2/J DEFGRID3
* xyz 0 1
H 2.144 1.132 0.590
C 0.680 -0.061 3.136
H 2.140 -0.614 0.707
S 2.409 0.395 2.919
H -1.730 0.825 -1.180
H -3.276 -0.048 -2.889
H -1.961 -0.952 -3.645
H -0.020 0.750 2.957
H -1.032 1.144 -2.716
H -0.404 -0.205 -1.724
H 3.633 0.323 0.939
H 0.550 -0.353 4.175
C 2.563 0.283 1.147
C -1.292 0.333 -2.043
C -2.337 -0.557 -2.692
H -2.527 -1.489 -2.162
H 0.459 -0.906 2.483
*
```

Its SMILES is CSC.CC. The value obtained for the highest occupied orbital energy is -8.50 eV. The value obtained for the molar mass is 92.21 g/mol. The calculation puts the orbital gap at 9.43 eV.


Least stable = 1